Molecular formula: C18H19N3O2
Method: DFT, the ωB97M-V functional and the def2-TZVPD basis

## Properties
* energy relative to the best compared isomer or geometry (same formula, charge and spin): 120.72 kJ/mol
* total energy: -27540.2464 eV
* 2S+1: 1
* LUMO level: 0.5 eV

Positions of all 42 atoms, in Å:
C: -6.889 -0.380 -0.620
C: -5.490 -0.441 -0.084
C: -4.454 0.199 -0.740
C: -3.187 0.101 -0.190
N: -1.965 0.599 -0.567
C: -1.058 0.180 0.375
N: -1.601 -0.541 1.308
C: -2.936 -0.620 0.999
C: -3.984 -1.261 1.650
C: -5.241 -1.159 1.095
H: -6.075 -1.646 1.580
H: -3.808 -1.816 2.558
C: 0.389 0.521 0.301
C: 1.070 -0.197 -0.883
H: 0.392 -0.261 -1.736
C: 2.334 0.573 -1.294
N: 2.912 1.223 -0.146
C: 3.963 0.809 0.603
O: 4.357 1.463 1.558
C: 4.669 -0.438 0.255
C: 5.913 -0.805 0.705
C: 6.158 -2.097 0.195
C: 5.047 -2.432 -0.517
O: 4.144 -1.442 -0.490
H: 4.786 -3.315 -1.067
H: 7.034 -2.694 0.341
H: 6.554 -0.208 1.320
C: 2.115 2.332 0.347
C: 0.620 2.033 0.180
H: 0.269 2.383 -0.794
H: 0.056 2.562 0.949
H: 2.375 2.466 1.399
H: 2.385 3.250 -0.189
H: 3.055 -0.089 -1.768
H: 2.080 1.360 -2.014
H: 1.328 -1.212 -0.584
H: 0.839 0.177 1.236
H: -1.779 1.174 -1.370
H: -4.628 0.756 -1.650
H: -6.936 0.221 -1.525
H: -7.560 0.055 0.121
H: -7.252 -1.381 -0.848

Results of the Löwdin charge analysis, in e, for atoms 1 through 2: number 1, C, carries -0.060; number 2, C, carries -0.290